This record from OMol25 describes C32H28IN6O3Os as an isolated structure at a distorted geometry. The level of theory is ωB97M-V/def2-TZVPD.

Properties
Relative energy (zero: lowest compared OMol25 entry of this formula, charge and spin) ... 6.8 kcal/mol
Multiplicity ... 1
HOMO (alpha / beta) ... -16.650 / -16.645 eV
Net charge ... +3

Last column: Mulliken charge in e.
Geometry (Å):
N 2.592 1.344 -3.428  -0.162
C 4.338 -4.347 -2.933  -0.500
C -2.425 4.405 -0.078  -1.114
H 7.193 1.070 2.131  0.350
C 0.170 -2.194 3.658  -0.644
H 2.889 3.894 -3.805  0.606
H 0.846 -2.696 0.388  0.444
N 1.988 -1.098 -1.385  0.640
C -2.964 3.855 -1.212  -0.769
C -1.459 3.711 0.670  -0.656
C 3.104 1.309 1.563  -0.410
H 6.487 0.328 3.571  0.371
H 1.835 -3.490 -3.740  0.526
C 2.052 2.272 -2.653  0.691
N -0.946 0.755 -1.389  0.504
H -0.903 2.973 3.193  0.258
Os 0.893 0.443 -0.317  0.510
C -1.497 0.167 -2.437  0.029
N 0.430 -0.864 1.218  0.190
C 4.327 1.271 2.197  -1.057
C -2.556 0.719 -3.170  -1.249
H 6.106 -5.094 -2.557  0.346
H 2.075 4.366 -2.286  0.391
C 2.258 -2.915 -2.926  -1.157
N -0.108 1.603 0.851  0.540
C 1.543 -1.864 -2.401  -0.800
H 3.767 -5.275 -2.802  0.371
H -1.039 1.917 5.387  0.465
N 2.762 0.430 0.608  0.376
C 6.601 0.217 2.488  -0.645
C 2.065 3.686 -3.130  -1.348
C -0.636 1.933 3.280  -0.563
C 0.476 -2.876 2.509  -1.133
C -2.510 2.600 -1.689  0.657
O 7.187 -1.009 2.132  -0.494
H -2.758 5.374 0.266  0.467
C -0.721 1.324 4.541  -1.201
O 1.509 2.020 -1.551  -0.748
I 0.255 4.016 -4.212  0.162
H -3.744 4.374 -1.755  0.479
H -2.956 0.167 -4.008  0.475
H -3.864 2.400 -3.367  0.512
C 4.896 -0.602 0.836  -0.572
C 3.980 -2.424 -1.354  -0.540
C -0.437 -0.009 4.705  -0.745
C 0.600 -2.176 1.304  0.060
C -3.053 1.943 -2.813  -0.665
H 8.068 -1.077 2.516  0.336
C 0.099 -0.176 2.351  1.168
H -1.058 4.173 1.559  0.590
C 3.513 -3.214 -2.399  -0.118
H 4.473 -4.200 -4.012  0.373
H 0.622 -3.947 2.514  0.479
C 3.207 -1.388 -0.864  0.404
C 5.250 0.295 1.840  -0.050
H 4.953 -2.641 -0.939  0.831
H 2.540 0.370 -3.179  0.069
O 5.556 -4.369 -2.241  -0.486
H 0.068 -2.714 4.602  0.510
H 2.367 2.059 1.811  0.618
C -1.481 1.953 -0.994  1.211
C -0.040 -0.800 3.596  0.538
H 4.551 2.000 2.964  0.520
C -1.005 2.487 0.229  -0.181
C -0.202 1.203 2.187  0.004
C 3.654 -0.510 0.238  0.647
H -0.538 -0.476 5.676  0.480
H -1.104 -0.794 -2.730  0.529
H 5.608 -1.359 0.547  0.804
H 2.996 1.589 -4.318  0.251
H 0.575 -1.618 -2.805  0.222

Force components x, y, z for each atom (eV/Å):
0.010 0.004 0.024
-0.005 -0.016 -0.017
-0.010 -0.006 -0.037
-0.010 0.016 0.026
0.006 0.011 0.003
0.001 0.000 -0.001
0.008 -0.002 -0.001
-0.014 0.095 -0.033
0.033 -0.050 0.001
0.026 -0.084 -0.021
0.026 0.045 0.015
-0.018 -0.021 0.004
0.009 -0.003 0.000
-0.098 -0.042 -0.149
0.103 -0.003 -0.004
-0.003 0.036 -0.018
-0.517 0.410 0.695
-0.026 -0.053 -0.093
-0.024 -0.007 -0.047
-0.035 0.022 -0.003
0.013 -0.036 0.011
0.008 -0.009 -0.005
-0.007 0.007 0.004
0.035 -0.023 0.010
0.732 -0.526 -0.884
-0.003 0.023 0.036
0.001 0.001 -0.004
0.002 -0.004 0.003
-0.061 0.130 -0.051
0.017 0.012 -0.025
0.048 -0.008 0.024
0.040 -0.071 -0.117
0.017 -0.010 -0.062
-0.033 0.101 -0.002
-0.018 0.006 -0.005
0.002 -0.001 -0.001
0.021 -0.066 0.029
0.007 -0.024 0.163
-0.023 0.000 0.006
-0.007 -0.007 0.001
0.001 -0.001 0.002
0.000 -0.002 -0.004
-0.055 -0.040 -0.018
-0.020 -0.014 0.005
0.020 -0.003 -0.074
-0.043 -0.085 0.045
0.012 0.010 -0.008
0.011 0.000 -0.005
-0.019 0.133 -0.037
0.001 -0.005 0.034
-0.013 0.029 0.028
-0.001 0.005 0.002
0.005 0.001 -0.009
-0.046 -0.029 -0.054
0.045 -0.017 -0.005
0.015 -0.009 0.006
0.024 0.017 0.015
-0.004 0.005 0.011
-0.008 0.000 0.003
0.018 -0.004 0.004
0.047 0.027 0.101
-0.012 0.045 0.134
-0.007 0.006 -0.005
-0.175 0.137 -0.017
-0.108 -0.059 0.348
0.040 -0.035 -0.007
-0.010 -0.001 0.000
-0.001 0.001 0.030
0.013 -0.013 -0.014
0.012 0.009 0.000
0.005 0.043 0.009